# 1
A molecular structure, C27H27AsF3Ge2NO6PtS2 in a non-equilibrium geometry. Source: the Open Molecules 2025 dataset; level of theory: ωB97M-V/def2-TZVPD.

The calculation puts the relative energy (zero: lowest compared OMol25 entry of this formula, charge and spin) at 219.2 kJ/mol. For the frontier orbital gap (alpha / beta), the calculation gives 6.881 / 6.091 eV. The spin multiplicity is 4. As for the calculated total energy: -249152.70167 eV. Its expectation value of S² is 3.76. As for the total charge: -1. Its LUMO energy (alpha / beta) is 0.090 / 0.019 Eh.

Positions of all 70 atoms, in Å:
C -4.6434 -3.9744 -0.0095
Ge 0.5846 0.9831 -0.1787
C -0.3706 -3.2943 3.5646
Ge 2.9076 0.8782 -1.6181
H -2.9724 0.9151 -1.1898
H -2.7260 4.1643 -3.8548
C -0.1411 -3.9182 2.3477
S 1.0495 -4.0925 -0.1414
H -6.0350 -2.0837 -1.3141
C 1.0900 -1.4744 2.9553
C -4.6274 -0.4504 -1.3517
O 4.2129 -2.0583 1.0830
F -6.0034 -4.0883 -0.0738
H -0.6162 -4.8511 2.0791
C -1.6249 2.3433 -3.5546
H 1.9206 -0.6784 -3.3938
O 2.8759 0.2921 1.1702
H -0.6146 3.8335 -0.1413
C -5.0457 -1.7422 -1.0381
H 1.5850 -0.5354 3.1714
C 1.3307 -2.0845 1.7225
H 5.4469 1.1331 -1.9358
H 1.6329 1.0247 -3.8468
C -0.9037 3.4125 -1.0986
C 0.6985 -3.3086 1.4375
C 1.5395 2.9593 1.8647
As 2.7156 -1.2590 0.6366
C 4.8243 0.5593 -1.2464
N -2.5041 -0.9058 -0.3785
C -0.5175 2.3850 3.6387
O 2.4941 -3.9288 -0.2493
H -1.0449 -3.7532 4.2759
C -0.4498 2.1419 -1.4473
C -0.4676 1.7596 2.3999
C 1.4886 3.5902 3.0991
S 0.1023 -3.1335 -1.6604
H 3.2389 0.2977 -4.0789
F -4.2949 -4.3427 1.2358
Pt -0.1991 -1.2837 -0.1407
H -2.0860 5.1129 -1.6673
H -1.9056 1.9310 -4.5168
H -1.2332 1.0395 2.1248
H 0.0427 -1.6012 4.8147
C 2.8732 2.9266 -1.6902
H -5.2725 0.2485 -1.8641
F -4.1548 -4.9159 -0.8481
H 2.3580 3.1631 1.1862
C -2.0877 3.6004 -3.1858
H -1.3154 2.1515 4.3342
O 2.5243 -1.2056 -1.0195
H 4.1600 -2.9275 0.6447
C -2.8707 -2.1800 -0.0417
H 0.4270 3.7913 4.9551
H 5.0373 -0.5036 -1.3421
C -0.8201 1.6203 -2.6877
C 0.2352 -2.0785 3.8620
O 0.6026 -5.4618 -0.0777
H 5.0274 0.8611 -0.2209
H 3.4641 3.1985 -2.5687
O -2.0037 -2.8988 0.5044
C 0.5609 2.0399 1.5017
C -3.3452 -0.0823 -0.9916
C -1.7256 4.1321 -1.9550
H 1.8576 3.3013 -1.7996
C 2.3555 0.3185 -3.4376
H 2.2553 4.3042 3.3760
C -4.2051 -2.5940 -0.3612
H -0.4882 0.6221 -2.9571
H 3.3338 3.3538 -0.8002
C 0.4629 3.3013 3.9895

natural (NBO) population analysis, charges in e, atoms 1 to 8: number 1, C, carries 0.99; number 2, Ge, carries 0.82; number 3, C, carries -0.19; number 4, Ge, carries 1.53; number 5, H, carries 0.21; number 6, H, carries 0.20; number 7, C, carries -0.18; number 8, S, carries 1.97


# 2
A single C3H2O3 molecule. Source: the Open Molecules 2025 dataset; level of theory: ωB97M-V/def2-TZVPD.

The calculation puts the relative energy (zero: lowest compared OMol25 entry of this formula, charge and spin) at 170.9 kJ/mol. For the frontier orbital gap, the calculation gives 8.175 eV. As for the calculated total energy: -9283.75482 eV. Its LUMO energy is -0.060 Eh.

Positions of all 8 atoms, in Å:
O -0.5340 0.8681 -1.6035
C -0.9085 0.3816 0.7772
O 1.6006 -0.5697 0.6449
C -0.1951 0.3139 -0.5888
H 1.3399 -1.2285 -1.2539
H -0.2083 0.0909 1.5836
C 1.0410 -0.5657 -0.4280
O -2.0722 0.6493 0.9096

Just the natural (NBO) charges please, in e? Sure, here they are: number 1, O, carries -0.42; number 2, C, carries 0.32; number 3, O, carries -0.47; number 4, C, carries 0.37; number 5, H, carries 0.15; number 6, H, carries 0.15; number 7, C, carries 0.33; number 8, O, carries -0.43


# 3
A single C4H7NO molecule. Source: the Open Molecules 2025 dataset; level of theory: ωB97M-V/def2-TZVPD.

The calculation puts the relative energy (zero: lowest compared OMol25 entry of this formula, charge and spin) at 146.3 kJ/mol. For the frontier orbital gap, the calculation gives 10.739 eV. As for the calculated total energy: -7798.12797 eV. Its LUMO energy is 0.037 Eh.

Positions of all 13 atoms, in Å:
C -0.3382 0.0145 0.9619
H 1.4725 -2.1669 -0.7460
C 0.4711 -0.2617 -1.3845
C 0.5598 -1.5799 -0.6889
H -0.3594 -2.1478 -0.5612
O -0.8990 -0.7966 1.6666
H -1.5561 1.6899 1.4678
N 0.6543 -0.3494 0.0478
H 1.3147 0.1235 -1.9520
H -0.5089 0.0380 -1.7533
H -0.4304 2.0121 0.1090
H 0.1782 1.9198 1.7641
C -0.5586 1.5045 1.0687

natural (NBO) population analysis, charges in e, atoms 1 to 8: number 1, C, carries 0.69; number 2, H, carries 0.21; number 3, C, carries -0.24; number 4, C, carries -0.24; number 5, H, carries 0.21; number 6, O, carries -0.57; number 7, H, carries 0.24; number 8, N, carries -0.45


# 4
2 unconnected molecules or ions with the total composition CH3IOS in a non-equilibrium geometry. Source: the Open Molecules 2025 dataset; level of theory: ωB97M-V/def2-TZVPD.

The calculation puts the relative energy (zero: lowest compared OMol25 entry of this formula, charge and spin) at 184.0 kJ/mol. For the frontier orbital gap (alpha / beta), the calculation gives 8.145 / 7.795 eV. As for the calculated total energy: -22066.17227 eV. Its LUMO energy (alpha / beta) is -0.027 / -0.047 Eh.

Positions of all 7 atoms, in Å:
O -1.7479 1.7018 0.2110
H 1.2705 -1.2080 0.6840
S -1.6010 0.2822 0.4567
H 1.6428 0.5964 0.7997
H 1.2933 -0.1736 -0.8383
C 1.2904 -0.2391 0.2314
I -2.1481 -0.9597 -1.5445

Just the natural (NBO) charges please, in e? Sure, here they are: number 1, O, carries -0.81; number 2, H, carries 0.17; number 3, S, carries 0.87; number 4, H, carries 0.18; number 5, H, carries 0.18; number 6, C, carries -0.51; number 7, I, carries -0.08


# 5
A gas-phase ion, C9H12N4O3P (charge +1) in a non-equilibrium geometry. Source: the Open Molecules 2025 dataset; level of theory: ωB97M-V/def2-TZVPD.

For the frontier orbital gap, the calculation gives 9.821 eV. As for the calculated total energy: -30915.06763 eV. As for the total charge: +1. Its LUMO energy is -0.117 Eh.

Positions of all 29 atoms, in Å:
C -1.1114 0.1252 -1.5388
H 2.5132 0.4696 -0.4270
H -0.7135 0.9982 -2.0390
C -2.1654 -0.5835 -2.0998
H 2.3462 0.1951 1.2900
H 0.8883 4.2597 2.3799
C -2.6693 -1.7212 -1.4716
P 2.1680 -1.8602 0.1397
H 1.3294 -1.6637 -1.8349
H -1.5658 3.9684 1.7161
O 1.5135 -2.3758 -1.2089
C -1.0771 -1.4315 0.3135
C 0.4847 3.4263 1.8345
H -1.8324 1.8470 0.4873
C -0.5621 -0.3041 -0.3266
C -2.1228 -2.1412 -0.2574
C 1.9145 -0.0484 0.3270
N 1.1642 2.3909 1.4209
O 1.7176 -2.5674 1.3331
H 4.2144 -1.1846 0.1247
N -0.9499 2.1640 0.8536
H -2.5107 -3.0244 0.2210
H -0.6388 -1.7598 1.2438
N 0.5285 0.4177 0.2662
C 0.2631 1.5974 0.8104
H -3.4757 -2.2782 -1.9160
N -0.8008 3.3440 1.5223
H -2.5890 -0.2731 -3.0406
O 3.7390 -1.9865 -0.1233

natural (NBO) population analysis, charges in e, atoms 1 to 8: number 1, C, carries -0.28; number 2, H, carries 0.23; number 3, H, carries 0.23; number 4, C, carries -0.20; number 5, H, carries 0.27; number 6, H, carries 0.25; number 7, C, carries -0.18; number 8, P, carries 2.34


# 6
2 unconnected molecules or ions with the total composition C4H12N2 in a non-equilibrium geometry. Source: the Open Molecules 2025 dataset; level of theory: ωB97M-V/def2-TZVPD.

The calculation puts the relative energy (zero: lowest compared OMol25 entry of this formula, charge and spin) at 193.4 kJ/mol. For the frontier orbital gap, the calculation gives 9.927 eV. As for the calculated total energy: -7321.02428 eV. Its LUMO energy is 0.036 Eh.

Positions of all 18 atoms, in Å:
H 2.9801 2.0729 0.7526
C 2.1472 1.3141 0.5342
H -0.6525 -2.0444 -0.2181
H -1.9036 -1.3341 -1.3310
H 0.2590 -0.9089 -2.1197
H 3.5296 -0.1217 -0.0677
H 2.7314 -0.3759 1.4189
H -3.4030 0.2798 -0.5300
H -3.3143 0.9454 1.2535
H -0.9719 0.0602 1.3938
N 2.5792 -0.0424 0.4142
H 1.3028 1.4821 1.2667
H 1.7303 1.5722 -0.5147
C -1.6552 -0.2545 0.5610
N -0.0262 -0.3643 -1.3379
H 0.8413 -0.3901 -0.7351
C -1.0844 -1.0958 -0.5778
C -2.9076 0.3044 0.4653

natural (NBO) population analysis, charges in e, atoms 1 to 8: number 1, H, carries 0.17; number 2, C, carries -0.43; number 3, H, carries 0.18; number 4, H, carries 0.19; number 5, H, carries 0.35; number 6, H, carries 0.37; number 7, H, carries 0.36; number 8, H, carries 0.20


# 7
2 unconnected molecules or ions with the total composition C5H14 in a non-equilibrium geometry. Source: the Open Molecules 2025 dataset; level of theory: ωB97M-V/def2-TZVPD.

The calculation puts the relative energy (zero: lowest compared OMol25 entry of this formula, charge and spin) at 113.6 kJ/mol. For the frontier orbital gap, the calculation gives 12.325 eV. As for the calculated total energy: -5410.87239 eV. Its LUMO energy is 0.037 Eh.

Positions of all 19 atoms, in Å:
H -0.1360 0.7129 0.0893
H -0.3301 -4.1939 -0.6227
H 0.6474 3.5936 -0.9154
H 1.6105 2.8739 1.4030
C -1.0085 -3.5203 -0.2972
C -0.6769 -2.0999 0.0426
C 0.3531 2.5309 -1.1068
C 1.3618 1.7531 1.0534
H 1.0730 2.0914 -1.8609
H -0.5845 2.4990 -1.7652
H -1.7906 -3.6636 -1.0789
H -1.4058 -3.9907 0.5415
H -0.7775 2.1769 0.7523
H 1.2390 1.2285 2.0366
H -0.0122 -2.1771 0.8956
H 2.2630 1.3736 0.6402
C 0.0830 1.7457 0.2362
H -1.5771 -1.6095 0.5931
H -0.3317 -1.3244 -0.6366

natural (NBO) population analysis, charges in e, atoms 1 to 8: number 1, H, carries 0.20; number 2, H, carries 0.21; number 3, H, carries 0.21; number 4, H, carries 0.19; number 5, C, carries -0.61; number 6, C, carries -0.62; number 7, C, carries -0.62; number 8, C, carries -0.60


Among the records above, which one has the highest calculated total energy? C5H14


Among the records above, which one has the highest calculated total energy? C5H14


Look up the calculated total energy of the first one. -249152.70167 eV


calculated total energy of number 1 (C27H27AsF3Ge2NO6PtS2)? -249152.70167 eV